The following is a DFT calculation (ωB97M-V/def2-TZVPD) of a 2-piece molecular cluster, C7H14 overall.

```
21
Properties=species:S:1:pos:R:3:nbo_charge:R:1
C -1.238 0.875 1.704 -0.67
C -0.707 0.777 0.323 -0.17
C -0.097 -0.428 -0.079 -0.16
C -0.167 -1.665 0.605 -0.44
C 0.265 -0.509 -1.625 -0.37
C 1.393 -0.242 -0.781 -0.11
C 2.095 1.085 -0.689 -0.62
H -1.575 1.884 1.959 0.22
H -2.078 0.182 1.879 0.21
H -0.460 0.562 2.428 0.21
H -2.712 -0.569 -0.314 -0.01
H -0.720 1.634 -0.340 0.19
H -0.704 -1.759 1.541 0.20
H 0.443 -2.505 0.288 0.18
H -2.573 -1.288 -0.133 0.00
H 0.118 -1.500 -2.040 0.23
H -0.161 0.309 -2.198 0.22
H 2.012 -1.093 -0.515 0.22
H 2.399 1.296 0.339 0.22
H 1.468 1.906 -1.039 0.21
H 2.998 1.046 -1.312 0.22
```

Output
ΔE to the lowest compared entry with this formula, charge and spin (kcal per mole): 119.5
Frontier orbital gap (alpha / beta) (eV): 7.2 / 7.6
E_LUMO (alpha / beta) (eV): 0.57 / 0.72
Max |F| (Eh/bohr): 0.041
HOMO level (alpha / beta) (eV): -6.66 / -6.83

The following is a DFT calculation (ωB97M-V/def2-TZVPD) of an isolated molecule of C7H14.

```
21
Properties=species:S:1:pos:R:3:nbo_charge:R:1
C -0.835 1.644 0.702 -0.59
C -0.550 0.239 0.146 -0.06
C -0.991 0.187 -1.322 -0.61
C -1.230 -0.881 0.965 -0.61
C 0.957 0.022 0.304 -0.22
C 1.974 -0.064 -0.790 -0.42
C 1.620 -1.289 0.029 -0.43
H -0.607 1.686 1.775 0.20
H -0.186 2.375 0.200 0.21
H -1.875 1.961 0.562 0.21
H -2.057 0.426 -1.417 0.21
H -0.431 0.916 -1.918 0.21
H -0.836 -0.806 -1.765 0.21
H -0.533 -1.721 1.033 0.22
H -1.451 -0.571 1.991 0.21
H -2.150 -1.260 0.512 0.21
H 1.344 0.510 1.199 0.21
H 1.641 -0.117 -1.823 0.21
H 2.894 0.500 -0.660 0.22
H 2.267 -1.722 0.788 0.22
H 1.035 -2.036 -0.510 0.21
```

Output
ΔE to the lowest compared entry with this formula, charge and spin (kcal per mole): 23.5
Frontier orbital gap (eV): 11.2
Structure (SMILES): CC(C)(C)C1CC1
E_LUMO (eV): 1.00
Max |F| (Eh/bohr): 0.007
HOMO level (eV): -10.16

The following is a DFT calculation (ωB97M-V/def2-TZVPD) of an isolated molecule of C7H14.

```
21
Properties=species:S:1:pos:R:3:nbo_charge:R:1
C 2.443 -0.271 0.101 -0.62
C 1.099 -0.447 -0.592 -0.19
C 0.020 -1.307 0.043 -0.40
C -1.089 -0.432 -0.568 -0.21
C -2.343 -0.328 0.302 -0.61
C -0.010 0.700 -0.661 -0.22
C -0.158 1.741 0.452 -0.63
H 2.336 0.346 0.997 0.20
H 2.855 -1.240 0.411 0.21
H 3.198 0.201 -0.542 0.21
H 1.295 -0.805 -1.625 0.19
H 0.006 -2.379 -0.142 0.20
H 0.059 -1.113 1.121 0.19
H -1.386 -0.783 -1.564 0.20
H -2.115 0.008 1.321 0.20
H -3.123 0.324 -0.106 0.21
H -2.775 -1.334 0.394 0.21
H 0.318 1.083 -1.611 0.21
H 0.589 2.537 0.390 0.22
H -0.074 1.263 1.436 0.20
H -1.144 2.235 0.444 0.22
```

Output
ΔE to the lowest compared entry with this formula, charge and spin (kcal per mole): 26.8
Frontier orbital gap (eV): 10.8
Structure (SMILES): C[C@@H]1[C@H](C)C[C@@H]1C
E_LUMO (eV): 1.14
Max |F| (Eh/bohr): 0.037
HOMO level (eV): -9.62

The following is a DFT calculation (ωB97M-V/def2-TZVPD) of a 2-piece molecular cluster, C7H14 overall.

```
21
Properties=species:S:1:pos:R:3:nbo_charge:R:1
C -0.396 1.446 -2.139 -0.43
C 0.360 0.630 -1.409 -0.14
C 1.067 0.937 0.924 -0.40
C 1.105 -0.547 0.761 -0.21
C 0.731 -1.368 1.975 -0.61
C 0.066 0.261 0.008 -0.11
C -1.405 0.133 0.390 -0.61
H -1.111 -1.204 -2.509 0.01
H -1.317 1.862 -1.742 0.19
H -0.117 1.745 -3.141 0.20
H 1.293 0.249 -1.824 0.20
H 1.835 1.545 0.455 0.22
H 0.703 1.332 1.866 0.21
H 1.919 -0.956 0.164 0.21
H -0.049 -0.867 2.557 0.21
H 0.370 -2.372 1.726 0.21
H 1.601 -1.474 2.631 0.22
H -1.293 -1.907 -2.342 -0.01
H -2.022 0.047 -0.508 0.22
H -1.772 0.989 0.964 0.21
H -1.593 -0.767 0.983 0.22
```

Output
ΔE to the lowest compared entry with this formula, charge and spin (kcal per mole): 58.4
Frontier orbital gap (eV): 10.1
Structure (SMILES): C=C[C@]1(C)C[C@H]1C.[H][H]
E_LUMO (eV): 1.13
Max |F| (Eh/bohr): 0.006
HOMO level (eV): -8.97

The following is a DFT calculation (ωB97M-V/def2-TZVPD) of an isolated molecule of C7H14.

```
21
Properties=species:S:1:pos:R:3:nbo_charge:R:1
C -0.557 1.712 0.497 -0.60
C -0.516 0.208 0.141 -0.06
C -1.279 -0.135 -1.169 -0.61
C -1.299 -0.556 1.217 -0.59
C 0.952 -0.261 0.283 -0.21
C 2.152 0.100 -0.557 -0.43
C 1.630 -1.312 -0.542 -0.42
H -0.378 1.826 1.574 0.20
H 0.211 2.310 -0.011 0.21
H -1.535 2.154 0.273 0.21
H -2.125 -0.803 -0.953 0.21
H -1.726 0.742 -1.641 0.21
H -0.685 -0.666 -1.914 0.21
H -0.855 -0.389 2.198 0.20
H -2.347 -0.236 1.245 0.21
H -1.297 -1.631 1.007 0.21
H 1.212 -0.312 1.342 0.21
H 2.029 0.682 -1.467 0.21
H 3.088 0.302 -0.035 0.21
H 2.197 -2.093 -0.041 0.21
H 1.127 -1.641 -1.447 0.21
```

Output
ΔE to the lowest compared entry with this formula, charge and spin (kcal per mole): 26.5
Frontier orbital gap (eV): 11.1
Structure (SMILES): CC(C)(C)C1CC1
E_LUMO (eV): 0.99
Max |F| (Eh/bohr): 0.007
HOMO level (eV): -10.15

The following is a DFT calculation (ωB97M-V/def2-TZVPD) of a 2-piece molecular cluster, C7H14 overall.

```
21
Properties=species:S:1:pos:R:3:nbo_charge:R:1
C 1.181 2.632 0.126 -0.24
C 2.326 2.124 -0.022 -0.24
C -2.492 0.803 -0.360 -0.61
C -1.577 0.007 0.619 -0.38
C -0.596 -0.726 -0.312 -0.41
C 0.580 -1.266 0.486 -0.41
C 1.758 -1.823 -0.281 -0.63
H 0.308 3.244 0.052 0.24
H 2.998 1.314 -0.235 0.24
H -1.908 1.622 -0.779 0.20
H -3.154 0.286 -1.246 0.21
H -3.077 1.337 0.295 0.20
H -2.053 -0.821 1.267 0.20
H -1.035 0.644 1.193 0.20
H -1.204 -1.274 -1.089 0.21
H -0.006 -0.041 -0.802 0.20
H 0.418 -1.807 1.599 0.19
H 0.994 -0.370 1.063 0.21
H 2.253 -0.906 -0.772 0.19
H 2.569 -2.303 0.322 0.22
H 1.716 -2.675 -1.124 0.21
```

Output
ΔE to the lowest compared entry with this formula, charge and spin (kcal per mole): 119.6
Frontier orbital gap (eV): 11.3
Structure (SMILES): CCCCC.C#C
E_LUMO (eV): 1.12
Max |F| (Eh/bohr): 0.107
HOMO level (eV): -10.20

The following is a DFT calculation (ωB97M-V/def2-TZVPD) of a 2-piece molecular cluster, C7H14 overall.

```
21
Properties=species:S:1:pos:R:3:nbo_charge:R:1
C 2.399 -0.396 0.618 -0.65
C 1.919 -1.084 -0.630 -0.19
C 0.823 -1.831 -0.685 -0.39
C -1.818 0.053 -0.517 -0.19
C -2.429 -0.116 0.844 -0.66
C -0.872 0.928 -0.859 -0.17
C -0.210 1.929 0.047 -0.66
H 1.567 -0.208 1.304 0.21
H 3.136 -1.013 1.145 0.22
H 2.878 0.563 0.395 0.21
H 2.517 -0.948 -1.531 0.19
H 0.492 -2.309 -1.603 0.20
H 0.190 -1.965 0.190 0.19
H -2.180 -0.628 -1.288 0.20
H -1.811 0.325 1.633 0.21
H -3.415 0.362 0.894 0.22
H -2.574 -1.176 1.082 0.21
H -0.516 0.914 -1.888 0.20
H 0.828 2.101 -0.256 0.22
H -0.201 1.602 1.092 0.21
H -0.725 2.898 0.012 0.22
```

Output
ΔE to the lowest compared entry with this formula, charge and spin (kcal per mole): 38.7
Frontier orbital gap (eV): 9.9
Structure (SMILES): C/C=C\C.C=CC
E_LUMO (eV): 1.15
Max |F| (Eh/bohr): 0.004
HOMO level (eV): -8.71

The following is a DFT calculation (ωB97M-V/def2-TZVPD) of an isolated molecule of C7H14.

```
21
Properties=species:S:1:pos:R:3:nbo_charge:R:1
C 2.558 -0.809 -0.805 -0.61
C 2.049 0.578 -1.248 -0.39
C 0.832 1.062 -0.460 -0.39
C -0.177 -0.033 -0.090 -0.39
C -1.350 0.581 0.704 -0.44
C -2.149 -0.348 1.557 -0.18
C -3.269 -0.935 1.135 -0.39
H 2.555 -0.854 0.285 0.20
H 3.598 -0.935 -1.109 0.21
H 1.947 -1.543 -1.312 0.21
H 2.840 1.325 -1.161 0.20
H 1.825 0.492 -2.312 0.19
H 1.194 1.404 0.509 0.19
H 0.267 1.816 -1.015 0.20
H 0.242 -0.774 0.591 0.20
H -0.487 -0.611 -0.961 0.20
H -1.983 1.104 -0.012 0.21
H -0.937 1.358 1.355 0.21
H -1.912 -0.623 2.581 0.20
H -3.484 -1.072 0.071 0.18
H -4.160 -1.183 1.698 0.20
```

Output
ΔE to the lowest compared entry with this formula, charge and spin (kcal per mole): 36.9
Frontier orbital gap (eV): 10.2
Structure (SMILES): C=CCCCCC
E_LUMO (eV): 1.14
Max |F| (Eh/bohr): 0.028
HOMO level (eV): -9.08

The following is a DFT calculation (ωB97M-V/def2-TZVPD) of a 3-piece molecular cluster, C7H14 overall.

```
21
Properties=species:S:1:pos:R:3:nbo_charge:R:1
C -2.042 1.463 0.342 -0.42
C -2.036 0.144 0.518 -0.16
C -2.656 -0.830 -0.441 -0.65
C 0.738 -1.557 0.189 -0.40
C 1.671 -0.671 -0.096 0.02
C 2.999 -0.125 0.187 -0.45
C 2.201 0.310 -1.045 -0.45
H 0.359 1.761 0.741 0.01
H -2.448 1.912 -0.562 0.19
H -1.654 2.144 1.094 0.20
H -1.596 -0.269 1.426 0.20
H -3.645 -1.133 -0.077 0.22
H -2.781 -0.383 -1.432 0.21
H -2.069 -1.747 -0.549 0.21
H 0.796 -2.192 1.070 0.20
H -0.119 -1.681 -0.463 0.20
H 0.993 1.759 1.128 -0.02
H 3.131 0.602 0.987 0.22
H 3.846 -0.791 0.042 0.22
H 2.516 -0.035 -2.027 0.22
H 1.797 1.320 -1.033 0.23
```

Output
ΔE to the lowest compared entry with this formula, charge and spin (kcal per mole): 92.7
Frontier orbital gap (eV): 10.6
Structure (SMILES): C=C1CC1.[H][H].C=CC
E_LUMO (eV): 1.21
Max |F| (Eh/bohr): 0.005
HOMO level (eV): -9.40

The following is a DFT calculation (ωB97M-V/def2-TZVPD) of an isolated molecule of C7H14.

```
21
Properties=species:S:1:pos:R:3:nbo_charge:R:1
C -0.753 1.657 0.648 -0.60
C -0.511 0.212 0.184 -0.06
C -0.992 0.092 -1.268 -0.61
C -1.312 -0.775 1.076 -0.61
C 0.983 -0.086 0.344 -0.22
C 1.998 0.018 -0.756 -0.43
C 1.623 -1.331 -0.193 -0.43
H -0.486 1.781 1.704 0.21
H -0.148 2.359 0.061 0.21
H -1.809 1.936 0.534 0.21
H -2.076 0.249 -1.309 0.21
H -0.525 0.843 -1.916 0.21
H -0.789 -0.901 -1.688 0.21
H -0.639 -1.422 1.653 0.21
H -1.956 -0.249 1.790 0.21
H -1.955 -1.431 0.481 0.21
H 1.347 0.216 1.327 0.21
H 1.657 0.244 -1.763 0.21
H 2.979 0.424 -0.521 0.21
H 2.339 -1.853 0.436 0.21
H 1.024 -1.985 -0.822 0.21
```

Output
ΔE to the lowest compared entry with this formula, charge and spin (kcal per mole): 20.4
Frontier orbital gap (eV): 11.1
Structure (SMILES): CC(C)(C)C1CC1
E_LUMO (eV): 0.99
Max |F| (Eh/bohr): 0.005
HOMO level (eV): -10.16

The following is a DFT calculation (ωB97M-V/def2-TZVPD) of an isolated molecule of C7H14.

```
21
Properties=species:S:1:pos:R:3:nbo_charge:R:1
C 1.975 -0.438 0.364 -0.66
C 0.847 -0.449 -0.578 -0.22
C -0.807 -0.922 0.132 -0.24
C -0.617 -1.282 1.522 -0.64
C -0.402 0.368 -0.472 -0.09
C -0.340 1.609 0.410 -0.60
C -1.059 0.671 -1.813 -0.58
H 2.324 0.280 -0.544 0.27
H 2.610 -1.318 0.434 0.23
H 1.988 0.218 1.220 0.23
H 0.974 -1.082 -1.448 0.22
H -1.252 -1.665 -0.510 0.21
H -0.735 -2.309 1.819 0.22
H -1.221 -0.728 2.207 0.20
H 0.395 -1.014 1.829 0.20
H -1.352 1.984 0.602 0.22
H 0.227 2.407 -0.087 0.21
H 0.130 1.421 1.379 0.21
H -1.078 -0.218 -2.455 0.21
H -2.094 1.006 -1.668 0.21
H -0.512 1.462 -2.343 0.21
```

Output
ΔE to the lowest compared entry with this formula, charge and spin (kcal per mole): 68.8
Frontier orbital gap (eV): 8.4
Structure (SMILES): C[C@@H]1[C@H](C)C1(C)C
E_LUMO (eV): 1.03
Max |F| (Eh/bohr): 0.099
HOMO level (eV): -7.35

The following is a DFT calculation (ωB97M-V/def2-TZVPD) of an isolated molecule of C7H14.

```
21
Properties=species:S:1:pos:R:3:nbo_charge:R:1
C -1.456 -0.310 -0.830 -0.40
C -0.541 -1.540 -0.572 -0.41
C 0.887 -1.436 0.032 -0.40
C 1.570 -0.070 0.114 -0.40
C 0.947 0.880 1.139 -0.40
C -0.451 1.431 0.769 -0.41
C -0.916 1.117 -0.654 -0.40
H -2.350 -0.398 -0.197 0.19
H -1.828 -0.390 -1.859 0.20
H -0.443 -2.064 -1.529 0.20
H -1.105 -2.235 0.064 0.21
H 0.882 -1.857 1.046 0.19
H 1.538 -2.098 -0.554 0.21
H 2.617 -0.239 0.400 0.21
H 1.610 0.398 -0.876 0.19
H 0.889 0.355 2.103 0.20
H 1.640 1.716 1.296 0.20
H -1.206 1.036 1.465 0.20
H -0.457 2.518 0.923 0.21
H -1.725 1.811 -0.919 0.21
H -0.113 1.304 -1.378 0.19
```

Output
ΔE to the lowest compared entry with this formula, charge and spin (kcal per mole): 10.0
Frontier orbital gap (eV): 11.8
Structure (SMILES): C1CCCCCC1
E_LUMO (eV): 1.18
Max |F| (Eh/bohr): 0.005
HOMO level (eV): -10.62